Computed, not measured: one molecule with the formula C7H14N2, with ωB97M-V/def2-TZVPD.

Element x y z (Å)
C: 1.432 -2.204 -0.424
C: 1.255 -0.711 -0.580
C: 0.072 -0.043 0.035
C: -0.116 1.394 -0.283
C: 1.046 2.296 -0.023
C: -0.316 -0.440 1.431
C: -2.437 -0.487 0.133
H: 0.492 -2.787 -0.564
H: 2.162 -2.604 -1.145
H: 1.755 -2.406 0.589
H: 2.161 -0.150 -0.176
H: 1.268 -0.398 -1.673
H: -0.999 1.733 0.339
H: -0.484 1.481 -1.309
H: 1.863 2.196 -0.792
H: 0.653 3.367 -0.004
H: 1.530 2.067 0.967
H: -0.731 0.356 2.056
H: 0.239 -1.231 1.990
H: -3.042 -0.495 1.077
H: -3.839 0.057 -0.971
N: -1.116 -0.876 0.359
N: -2.849 -0.114 -1.034

Spin multiplicity: 1
Structure (SMILES): [H]/N=C/N1CC1(CC)CC
Energy relative to the best compared isomer or geometry (same formula, charge and spin) in eV: 1.620
E_tot in hartree: -384.57235

Löwdin population analysis, charges in e, atoms 1 to 4: -0.10 -0.21 -0.43 -0.25


Computed, not measured: a 3-piece molecular cluster, C5H16NO2 overall, with ωB97M-V/def2-TZVPD.

Element x y z (Å)
C: -0.344 1.629 -0.747
C: -0.708 0.250 -0.213
N: -0.117 -0.846 -1.062
C: 0.546 -1.838 -0.169
C: 0.913 -1.019 1.056
C: -0.276 -0.042 1.239
H: -0.135 2.313 0.069
H: -1.101 2.115 -1.361
H: 0.554 1.693 -1.369
H: -1.779 0.190 -0.266
H: 0.579 -0.470 -1.701
H: -0.844 -1.275 -1.660
H: -0.050 -2.732 -0.001
H: 1.445 -2.172 -0.589
H: 1.140 -1.598 1.943
H: 1.787 -0.406 0.820
H: 0.025 0.869 1.723
H: -1.065 -0.598 1.740
H: -2.506 -2.946 -2.219
H: -3.227 -1.719 -1.578
O: -2.486 -1.986 -2.129
H: 2.754 4.301 2.156
H: 2.394 2.833 2.523
O: 2.502 3.454 1.793

Spin multiplicity: 1
Net charge: +1
Energy relative to the best compared isomer or geometry (same formula, charge and spin) in eV: 0.247
E_tot in hartree: -405.11105

Löwdin population analysis, charges in e, atoms 1 to 4: -0.02 -0.29 0.09 -0.10


Computed, not measured: one molecule with the formula C25H24N2O5, with ωB97M-V/def2-TZVPD.

Element x y z (Å)
C: -5.531 -2.745 1.671
C: -4.427 -3.263 0.760
H: -3.467 -3.193 1.278
H: -4.608 -4.315 0.530
C: -4.359 -2.474 -0.558
C: -3.851 -1.081 -0.319
N: -4.772 -0.178 -0.121
C: -4.431 1.092 0.163
C: -5.453 2.040 0.372
C: -5.138 3.336 0.673
C: -3.797 3.737 0.779
C: -2.784 2.840 0.580
C: -3.075 1.498 0.266
C: -2.092 0.506 0.029
C: -2.457 -0.788 -0.267
C: -1.410 -1.816 -0.584
H: -1.723 -2.803 -0.244
C: -1.140 -1.850 -2.091
H: -0.784 -0.879 -2.425
H: -2.044 -2.094 -2.647
H: -0.378 -2.592 -2.313
H: -0.480 -1.562 -0.074
C: -0.655 0.902 0.145
O: -0.033 0.969 1.172
O: -0.148 1.249 -1.050
C: 1.211 1.644 -1.039
C: 2.126 0.448 -0.769
O: 1.685 -0.676 -0.738
C: 3.554 0.748 -0.546
C: 4.127 2.007 -0.729
C: 5.473 2.202 -0.492
C: 6.276 1.151 -0.064
C: 5.714 -0.124 0.096
C: 4.367 -0.314 -0.142
H: 3.922 -1.290 -0.024
N: 6.553 -1.181 0.445
C: 7.853 -1.021 0.795
O: 8.592 -1.948 1.023
C: 8.285 0.435 0.944
H: 9.343 0.523 0.689
O: 7.595 1.375 0.142
H: 8.163 0.698 2.008
H: 6.185 -2.123 0.405
H: 5.930 3.168 -0.634
H: 3.532 2.841 -1.062
H: 1.412 2.060 -2.028
H: 1.371 2.401 -0.263
H: -1.752 3.149 0.670
H: -3.570 4.765 1.022
H: -5.920 4.063 0.834
H: -6.476 1.707 0.289
H: -3.724 -3.000 -1.270
H: -5.365 -2.399 -0.972
H: -5.397 -1.683 1.862
H: -5.523 -3.275 2.620
H: -6.503 -2.884 1.205

Spin multiplicity: 1
Structure (SMILES): CCCc1nc2ccccc2c(C(=O)OCC(=O)c2ccc3c(c2)NC(=O)CO3)c1CC
Energy relative to the best compared isomer or geometry (same formula, charge and spin) in eV: 0.955
E_tot in hartree: -1452.83082

Löwdin population analysis, charges in e, atoms 1 to 4: -0.11 -0.25 0.10 0.11


Computed, not measured: a 10-piece molecular cluster, C42H112N8O15 overall, with ωB97M-V/def2-TZVPD.

Element x y z (Å)
C: 0.140 10.819 31.167
C: -0.551 12.048 31.851
C: 0.338 12.742 32.908
O: 0.242 11.994 34.166
C: -0.976 12.253 34.997
N: -0.671 13.000 30.776
H: 0.279 10.012 31.887
H: 1.116 11.048 30.740
H: -0.406 10.504 30.278
H: -1.505 11.736 32.275
H: -0.318 13.601 33.047
H: 1.377 12.810 32.583
H: -1.289 11.407 35.609
H: -1.812 12.539 34.358
H: -0.661 13.068 35.649
H: -0.899 13.849 31.273
H: -1.534 12.729 30.327
C: -17.047 11.309 33.385
C: -18.288 10.688 32.870
C: -19.243 9.956 33.797
O: -20.276 9.390 32.980
C: -20.794 8.299 33.701
N: -19.096 11.848 32.444
H: -16.319 10.563 33.702
H: -17.378 12.025 34.137
H: -16.651 11.960 32.606
H: -18.124 10.129 31.949
H: -19.574 10.720 34.500
H: -18.595 9.223 34.278
H: -21.371 8.414 34.619
H: -20.020 7.551 33.873
H: -21.608 7.899 33.096
H: -19.529 12.128 33.312
H: -19.824 11.331 31.971
C: -1.087 4.063 30.924
C: -1.779 5.309 31.562
C: -3.344 5.247 31.418
O: -3.940 6.508 31.757
C: -5.325 6.447 31.805
N: -1.388 5.348 32.957
H: -1.902 3.361 30.753
H: -0.423 3.544 31.616
H: -0.572 4.162 29.968
H: -1.435 6.293 31.242
H: -3.791 4.338 31.821
H: -3.562 5.086 30.362
H: -5.557 6.455 30.740
H: -5.644 7.367 32.294
H: -5.678 5.647 32.456
H: -1.967 6.047 33.400
H: -1.710 4.515 33.428
C: -11.648 10.063 38.061
C: -12.883 9.147 37.969
C: -12.531 7.681 38.081
O: -13.612 6.691 38.063
C: -14.071 6.142 36.961
N: -13.681 9.481 39.096
H: -10.960 10.023 37.217
H: -11.102 9.717 38.939
H: -11.936 11.108 38.176
H: -13.585 9.388 37.170
H: -11.894 7.505 38.948
H: -11.958 7.416 37.193
H: -14.514 6.903 36.318
H: -14.796 5.400 37.296
H: -13.390 5.520 36.379
H: -14.026 10.430 39.063
H: -14.458 8.838 39.047
C: -9.437 4.232 27.796
C: -9.885 3.569 26.421
C: -11.409 3.504 26.247
O: -11.620 2.436 27.146
C: -12.992 1.967 27.217
N: -9.378 4.400 25.274
H: -9.935 3.777 28.652
H: -9.591 5.303 27.662
H: -8.362 4.101 27.920
H: -9.480 2.591 26.158
H: -11.712 3.299 25.220
H: -11.757 4.462 26.635
H: -13.150 1.434 26.279
H: -13.726 2.769 27.295
H: -12.981 1.293 28.073
H: -9.376 5.407 25.358
H: -8.404 4.143 25.196
C: -20.776 0.368 32.066
C: -20.476 0.787 33.507
O: -19.198 0.435 34.000
O: -22.220 0.503 31.888
H: -20.528 -0.693 32.098
H: -20.200 0.839 31.269
H: -21.221 0.591 34.279
H: -20.432 1.872 33.604
H: -19.010 0.689 34.906
H: -22.555 -0.168 31.289
C: -9.941 0.920 35.145
C: -10.496 2.293 34.716
O: -9.469 2.612 33.791
O: -10.144 -0.233 34.449
H: -10.285 0.723 36.160
H: -8.876 0.971 35.371
H: -10.545 2.912 35.612
H: -11.427 2.269 34.150
H: -9.492 2.056 33.009
H: -9.709 -0.177 33.595
C: -25.423 6.659 21.492
O: -24.955 6.845 22.858
C: -25.243 8.160 23.392
C: -24.159 8.643 24.424
N: -22.914 9.309 23.957
C: -21.986 8.465 23.333
C: -20.567 8.726 23.911
O: -20.500 9.029 25.305
C: -19.951 8.105 26.261
H: -24.854 5.822 21.088
H: -25.016 7.483 20.906
H: -26.498 6.569 21.338
H: -26.226 8.107 23.860
H: -25.442 8.914 22.630
H: -23.968 7.866 25.164
H: -24.711 9.369 25.021
H: -22.516 9.516 24.862
H: -21.922 8.814 22.302
H: -22.283 7.436 23.534
H: -20.247 9.637 23.403
H: -19.847 7.991 23.552
H: -20.280 7.065 26.246
H: -20.430 8.547 27.135
H: -18.940 8.319 26.607
C: -0.380 22.877 23.609
O: -0.009 21.592 24.280
C: 0.093 21.756 25.711
C: 0.384 20.418 26.386
N: -0.003 20.441 27.783
C: -1.276 19.591 27.974
C: -1.956 19.481 29.323
O: -3.098 18.501 29.454
C: -4.192 18.411 28.586
H: 0.416 23.618 23.541
H: -1.137 23.271 24.286
H: -0.854 22.736 22.637
H: -0.852 22.115 26.118
H: 0.872 22.514 25.798
H: 1.474 20.383 26.380
H: 0.094 19.532 25.821
H: -0.182 21.413 27.994
H: -0.948 18.588 27.700
H: -1.996 19.871 27.205
H: -2.308 20.434 29.718
H: -1.259 19.028 30.027
H: -3.688 18.424 27.620
H: -4.897 19.227 28.749
H: -4.683 17.461 28.797
C: -8.719 11.103 30.526
O: -9.258 10.003 29.863
C: -10.619 10.219 29.679
C: -11.666 9.820 30.814
N: -11.691 8.356 31.058
C: -12.644 7.905 32.027
C: -13.949 7.574 31.240
O: -14.741 6.758 32.006
C: -15.871 6.096 31.483
H: -8.654 11.927 29.815
H: -7.730 10.883 30.929
H: -9.321 11.431 31.374
H: -10.747 9.739 28.709
H: -10.897 11.220 29.349
H: -12.633 10.292 30.641
H: -11.358 10.193 31.791
H: -10.751 7.990 31.101
H: -12.694 8.490 32.945
H: -12.260 6.919 32.289
H: -13.780 7.186 30.235
H: -14.390 8.545 31.014
H: -16.301 5.357 32.159
H: -15.605 5.449 30.647
H: -16.554 6.870 31.133

Spin multiplicity: 1
Structure (SMILES): COC[C@H](C)N.COC[C@H](C)N.COC[C@H](C)N.COC[C@H](C)N.COC[C@H](C)N.COCCNCCOC.COCCNCCOC.COCCNCCOC.OCCO.OCCO
Energy relative to the best compared isomer or geometry (same formula, charge and spin) in eV: 10.034
E_tot in hartree: -3233.41411

Löwdin population analysis, charges in e, atoms 1 to 4: -0.06 -0.46 -0.16 -0.22


Computed, not measured: one molecule with the formula C4H9N3O, with ωB97M-V/def2-TZVPD.

Element x y z (Å)
O: -0.189 -1.069 -2.311
C: 0.560 -0.406 -1.537
N: 1.818 0.004 -1.967
N: -0.258 0.667 1.777
N: 0.090 -0.216 -0.240
C: 0.745 0.757 0.708
C: -1.524 0.414 1.126
C: -1.193 -0.692 0.225
H: 1.987 -0.312 -2.903
H: 2.513 -0.050 -1.330
H: -0.094 -0.107 2.448
H: 0.820 1.707 0.219
H: 1.691 0.546 1.137
H: -2.217 0.067 1.862
H: -1.902 1.209 0.560
H: -0.930 -1.629 0.755
H: -1.918 -0.892 -0.530

Spin multiplicity: 1
Structure (SMILES): NC(=O)N1CCNC1
Energy relative to the best compared isomer or geometry (same formula, charge and spin) in eV: 1.121
E_tot in hartree: -397.30946

Löwdin population analysis, charges in e, atoms 1 to 4: -0.02 -0.51 0.17 -0.05


Computed, not measured: C14H25N3O2SeSn as an isolated structure, with ωB97M-V/def2-TZVPD.

Element x y z (Å)
Sn: 0.612 -0.623 -0.204
C: -2.647 -1.501 -0.510
N: -2.254 -0.243 0.110
C: -2.737 -0.229 1.482
C: -2.789 0.905 -0.617
C: -2.045 1.208 -1.915
N: -0.632 1.507 -1.713
C: -0.446 2.852 -1.195
C: 0.092 1.389 -2.968
H: -3.737 -1.636 -0.516
H: -2.194 -2.325 0.040
H: -2.288 -1.543 -1.537
H: -3.828 -0.354 1.538
H: -2.477 0.717 1.958
H: -2.270 -1.042 2.034
H: -2.725 1.777 0.037
H: -3.853 0.753 -0.862
H: -2.550 2.047 -2.419
H: -2.108 0.340 -2.574
H: -0.776 3.609 -1.919
H: 0.606 3.010 -0.973
H: -1.013 2.982 -0.278
H: -0.315 2.053 -3.740
H: 0.037 0.363 -3.336
H: 1.139 1.642 -2.808
N: 0.612 -0.332 2.339
C: 0.785 -1.621 3.011
C: 0.708 -2.860 2.067
O: 0.782 -3.957 2.567
O: 0.562 -2.611 0.823
H: 1.422 0.258 2.509
H: -0.199 0.158 2.701
H: 0.025 -1.773 3.780
H: 1.767 -1.683 3.480
Se: 2.875 0.660 0.195
C: 4.734 0.858 -0.408
C: 5.544 -0.247 -0.626
C: 6.886 -0.061 -0.912
C: 7.419 1.213 -0.983
C: 6.599 2.313 -0.796
C: 5.258 2.141 -0.513
H: 5.137 -1.247 -0.561
H: 7.522 -0.920 -1.067
H: 8.471 1.352 -1.179
H: 7.008 3.311 -0.859
H: 4.616 2.997 -0.355

Spin multiplicity: 1
Energy relative to the best compared isomer or geometry (same formula, charge and spin) in eV: 1.177
E_tot in hartree: -3478.93718

Löwdin population analysis, charges in e, atoms 1 to 4: 1.08 -0.12 -0.34 -0.11